1.
Computed, not measured: a 2-piece molecular cluster, CH3BrCl2OSi overall at a distorted geometry, with ωB97M-V/def2-TZVPD.

Each line ends with the Mulliken charge.
Element x y z (Å)
C (-1.381, -0.002, -0.203)  -0.46
O (-0.171, -0.639, -0.241)  -0.09
Si (1.380, -0.507, 0.333)  0.59
Cl (1.113, 2.991, -0.961)  -0.67
Cl (1.661, 0.301, 2.044)  -0.03
Br (2.282, -2.272, -0.383)  -0.04
H (-1.167, 0.996, -0.410)  0.26
H (-1.823, -0.241, 0.723)  0.25
H (-1.894, -0.626, -0.903)  0.21

Calculated values
**F_max**: 6.29 eV/Å
**LUMO energy (alpha / beta)**: -2.6 / -2.6 eV
**Electronic energy**: -3899.04675 Ha

***

2.
Computed, not measured: C29H36N6O2RuS4Sb2 as an isolated structure at a distorted geometry, with ωB97M-V/def2-TZVPD.

Each line ends with the Mulliken charge.
Element x y z (Å)
Ru (0.281, 0.283, 1.116)  0.08
C (2.762, 3.817, -2.415)  -0.66
S (3.651, 2.822, -1.159)  -0.07
C (2.306, 2.125, -0.292)  0.46
S (1.778, 0.465, -0.686)  -0.21
N (1.734, 2.786, 0.651)  -1.26
N (0.811, 2.177, 1.361)  1.31
C (0.300, 2.804, 2.439)  -1.21
C (-0.438, 2.017, 3.325)  0.91
C (-1.034, 2.492, 4.523)  -1.01
C (-1.651, 1.613, 5.368)  -0.43
C (-1.685, 0.250, 5.031)  -0.84
C (-1.134, -0.151, 3.834)  -0.37
N (-0.550, 0.687, 2.982)  0.49
H (3.419, 4.641, -2.668)  0.39
H (1.831, 4.179, -1.987)  0.20
H (2.573, 3.206, -3.292)  0.13
H (0.567, 3.834, 2.632)  0.45
H (-0.995, 3.548, 4.735)  0.50
H (-2.098, 1.949, 6.292)  0.42
H (-2.146, -0.474, 5.682)  0.48
H (-1.168, -1.191, 3.532)  0.42
C (0.732, 1.149, -3.937)  -1.42
Sb (-0.452, 1.463, -2.131)  0.75
C (-1.072, -0.606, -2.022)  -1.06
C (-2.374, 2.137, -3.315)  -1.90
C (-3.278, 1.019, -3.314)  1.22
C (-3.307, 0.155, -4.420)  -0.71
C (-4.156, -0.924, -4.476)  -0.77
C (-5.000, -1.187, -3.402)  -0.72
C (-4.975, -0.366, -2.292)  -0.59
C (-4.118, 0.729, -2.207)  0.81
C (-4.130, 1.551, -0.989)  -1.34
Sb (-2.718, 0.949, 0.647)  0.19
C (-3.951, -0.718, 1.288)  -1.52
C (-3.632, 2.352, 2.031)  -1.31
H (0.235, 0.369, -4.515)  0.45
H (1.743, 0.829, -3.687)  0.41
H (0.776, 2.062, -4.529)  0.44
H (-1.071, -1.043, -3.015)  0.64
H (-2.074, -0.691, -1.606)  -0.10
H (-0.366, -1.134, -1.384)  0.46
H (-1.978, 2.383, -4.286)  0.66
H (-2.713, 3.021, -2.799)  0.44
H (-2.662, 0.374, -5.258)  0.41
H (-4.178, -1.558, -5.350)  0.43
H (-5.680, -2.023, -3.443)  0.44
H (-5.639, -0.573, -1.465)  0.47
H (-5.102, 1.509, -0.509)  0.74
H (-3.878, 2.589, -1.181)  0.55
H (-4.943, -0.345, 1.525)  0.53
H (-3.516, -1.179, 2.169)  0.46
H (-4.020, -1.458, 0.496)  0.46
H (-4.713, 2.268, 1.942)  0.51
H (-3.324, 3.370, 1.802)  0.39
H (-3.334, 2.102, 3.046)  0.35
N (7.539, -3.082, -1.449)  -0.50
C (6.582, -2.735, -0.551)  0.99
C (6.822, -1.732, 0.404)  -0.72
C (5.848, -1.390, 1.318)  -0.44
C (4.625, -2.042, 1.295)  0.09
C (4.352, -3.001, 0.332)  -0.34
C (5.316, -3.343, -0.589)  -0.83
S (3.474, -1.807, 2.639)  1.06
O (3.934, -0.761, 3.491)  -0.66
O (3.187, -3.105, 3.206)  -0.71
N (2.051, -1.296, 1.935)  -0.25
C (1.086, -2.149, 1.739)  0.52
S (1.063, -3.845, 2.186)  0.01
C (-0.509, -3.961, 1.455)  -0.51
C (-0.921, -2.770, 0.955)  -0.96
N (-0.041, -1.748, 1.119)  0.59
H (8.489, -2.787, -1.294)  0.21
H (7.419, -3.922, -1.989)  0.21
H (7.788, -1.252, 0.431)  0.31
H (6.031, -0.645, 2.076)  0.52
H (3.394, -3.497, 0.331)  0.32
H (5.119, -4.102, -1.331)  0.30
H (-1.045, -4.888, 1.437)  0.47
H (-1.850, -2.592, 0.440)  0.35

Calculated values
**F_max**: 1.61 eV/Å
**Spin multiplicity**: 6
**Net charge**: +1
**LUMO energy (alpha / beta)**: -2.2 / -5.6 eV
**Electronic energy**: -3773.46439 Ha
**Expectation value of S²**: 8.821

***

3.
Computed, not measured: a 2-piece molecular cluster, C4H16N2O2 overall at a distorted geometry, with ωB97M-V/def2-TZVPD.

Each line ends with the Mulliken charge.
Element x y z (Å)
C (0.633, -1.760, 0.178)  -0.85
O (1.233, -1.527, -1.087)  -0.59
C (-0.769, -1.139, 0.098)  0.11
C (-0.791, 0.390, -0.073)  -0.80
C (-0.184, 0.965, -1.331)  -0.95
N (1.289, 1.159, -1.217)  -0.19
N (-1.611, -1.524, 1.301)  -0.22
H (0.643, -2.836, 0.316)  0.46
H (1.218, -1.146, 0.820)  0.39
H (0.966, -2.188, -1.763)  0.33
H (-1.284, -1.610, -0.749)  0.37
H (-0.333, 0.894, 0.760)  0.48
H (-1.848, 0.637, -0.152)  0.42
H (-0.630, 1.921, -1.543)  0.48
H (-0.401, 0.348, -2.183)  0.41
H (1.749, 0.238, -1.350)  0.35
H (1.586, 1.624, -0.352)  0.28
H (1.662, 1.755, -1.968)  0.41
H (-2.421, -0.926, 1.432)  0.36
H (-1.948, -2.459, 1.209)  0.37
H (-1.068, -1.450, 2.163)  0.38
H (1.227, 2.441, 2.316)  0.31
H (0.405, 3.552, 1.630)  0.29
O (0.676, 2.640, 1.543)  -0.61

Calculated values
**F_max**: 1.82 eV/Å
**Net charge**: +2
**LUMO energy**: -6.6 eV
**Electronic energy**: -421.39599 Ha

***

4.
Computed, not measured: a 8-piece molecular cluster, C5H28N2O8 overall at a distorted geometry, with ωB97M-V/def2-TZVPD.

Each line ends with the Mulliken charge.
Element x y z (Å)
C (2.615, 2.130, 0.577)  -0.87
N (1.551, 2.065, -0.488)  -0.35
C (0.381, 1.292, 0.016)  -0.04
C (-0.624, 1.161, -1.236)  -0.22
N (-1.907, 0.687, -0.677)  0.10
C (-2.809, -0.140, -1.401)  -1.05
C (-1.974, -1.574, -1.539)  -0.01
O (-2.008, -2.351, -0.370)  -0.60
H (3.434, 2.623, 0.121)  0.39
H (2.376, 2.731, 1.380)  0.39
H (2.889, 1.047, 0.912)  0.21
H (1.387, 2.962, -0.933)  0.26
H (-0.094, 1.741, 0.826)  0.31
H (0.857, 0.324, 0.344)  -0.09
H (-0.184, 0.483, -1.980)  -0.35
H (-0.710, 2.199, -1.738)  0.32
H (-2.472, 1.463, -0.363)  0.25
H (-3.329, -0.028, -2.326)  0.41
H (-3.698, -0.329, -0.660)  0.34
H (-2.529, -2.193, -2.320)  0.33
H (-0.873, -1.416, -1.732)  0.10
H (-2.300, -1.806, 0.463)  0.28
O (0.706, 0.416, -4.125)  -0.69
H (0.095, -0.329, -3.967)  0.29
H (1.571, 0.296, -3.679)  0.43
O (2.816, 0.451, -2.566)  -0.79
H (2.533, -0.342, -2.050)  0.35
H (2.640, 1.178, -2.029)  0.40
O (0.182, -2.759, 0.926)  -0.64
H (0.007, -3.493, 1.428)  0.28
H (-0.439, -3.156, 0.245)  0.26
O (2.925, -1.488, 0.513)  -0.64
H (1.965, -1.705, 0.747)  0.32
H (3.424, -2.329, 0.619)  0.28
O (-0.332, 2.287, 3.170)  -0.55
H (0.133, 3.124, 2.960)  0.27
H (-0.853, 2.298, 3.885)  0.25
O (-2.057, 0.225, 2.749)  -0.73
H (-1.182, 0.374, 2.325)  0.40
H (-2.597, -0.137, 2.038)  0.27
O (-0.244, -1.657, 3.366)  -0.74
H (-0.996, -1.048, 3.347)  0.42
H (-0.003, -2.007, 2.484)  0.45

Calculated values
**F_max**: 6.31 eV/Å
**LUMO energy**: 0.3 eV
**Electronic energy**: -918.60520 Ha
**Structure (SMILES)**: CNCCNCCO.O.O.O.O.O.O.O

***

5.
Computed, not measured: C4H8N2O in the gas phase at a distorted geometry, with ωB97M-V/def2-TZVPD.

Each line ends with the Mulliken charge.
Element x y z (Å)
C (1.710, -0.947, 0.517)  -0.88
N (0.262, -0.829, 0.506)  -0.49
C (-0.142, 0.472, 0.025)  0.45
C (0.054, 1.500, 1.067)  0.08
N (0.248, 2.319, 1.860)  -0.46
C (-1.595, 0.435, -0.466)  -0.71
O (-1.749, -0.590, -1.426)  -0.52
H (2.117, -0.416, 1.383)  0.27
H (2.005, -1.996, 0.589)  0.35
H (2.165, -0.508, -0.389)  0.31
H (-0.157, -1.513, -0.117)  0.32
H (0.498, 0.795, -0.822)  0.23
H (-1.880, 1.419, -0.863)  0.37
H (-2.261, 0.185, 0.363)  0.36
H (-1.277, -0.327, -2.227)  0.32

Calculated values
**F_max**: 1.10 eV/Å
**LUMO energy**: 0.5 eV
**Electronic energy**: -341.93465 Ha
**Structure (SMILES)**: CN[C@H](C#N)CO

***

6.
Computed, not measured: C5H8O in the gas phase, with ωB97M-V/def2-TZVPD.

Each line ends with the Mulliken charge.
Element x y z (Å)
C (-1.335, -0.869, -0.413)  -1.35
C (-0.575, 0.451, -0.483)  0.30
C (-0.105, 1.161, 0.739)  -0.82
C (0.917, 0.551, -0.194)  0.00
C (1.649, -0.647, 0.276)  -0.22
O (2.766, -0.947, -0.078)  -0.50
H (-1.872, -0.980, 0.534)  0.31
H (-2.075, -0.919, -1.216)  0.35
H (-0.684, -1.740, -0.532)  0.34
H (-0.884, 1.102, -1.298)  0.36
H (-0.255, 0.662, 1.696)  0.26
H (-0.158, 2.245, 0.782)  0.26
H (1.509, 1.207, -0.826)  0.38
H (1.103, -1.277, 1.013)  0.32

Calculated values
**F_max**: 0.44 eV/Å
**LUMO energy**: 1.1 eV
**Electronic energy**: -270.51297 Ha
**Structure (SMILES)**: C[C@H]1C[C@H]1C=O

***

7.
Computed, not measured: C4H11N3S in the gas phase, with ωB97M-V/def2-TZVPD.

Each line ends with the Mulliken charge.
Element x y z (Å)
C (-1.670, 0.497, 1.216)  -0.99
C (-2.209, 0.331, -0.202)  -0.39
N (-1.122, 0.267, -1.188)  -0.12
N (-0.488, -1.023, -1.107)  -0.80
C (0.689, -1.051, -0.588)  0.14
N (1.536, -0.104, -0.102)  0.04
C (2.828, -0.508, 0.437)  -0.92
S (1.526, 1.567, -0.608)  -0.25
H (-1.050, 1.402, 1.294)  0.23
H (-2.515, 0.581, 1.896)  0.39
H (-1.065, -0.396, 1.513)  0.24
H (-2.813, -0.578, -0.269)  0.34
H (-2.824, 1.199, -0.492)  0.33
H (-1.544, 0.257, -2.092)  0.20
H (1.089, -2.059, -0.458)  0.29
H (2.736, -1.538, 0.780)  0.35
H (3.601, -0.434, -0.324)  0.31
H (3.096, 0.124, 1.276)  0.30
H (0.199, 1.465, -0.980)  0.29

Calculated values
**F_max**: 0.92 eV/Å
**LUMO energy**: 0.8 eV
**Electronic energy**: -721.38462 Ha
**Structure (SMILES)**: CCN/N=C\N(C)S

***

8.
Computed, not measured: C29H27AuF3N2O5PS4 as an isolated structure, with ωB97M-V/def2-TZVPD.

Each line ends with the Mulliken charge.
Element x y z (Å)
Au (-0.583, -0.437, 0.723)  0.43
F (4.677, -0.362, 2.358)  -0.23
C (4.707, -1.421, 1.559)  0.58
F (4.464, -2.512, 2.264)  -0.21
F (5.959, -1.525, 1.084)  -0.29
C (3.740, -1.263, 0.370)  1.05
C (3.830, -2.428, -0.561)  -1.22
C (2.760, -2.805, -1.257)  -0.71
C (1.516, -2.040, -1.174)  -0.21
N (1.341, -1.093, -0.341)  -0.41
C (2.301, -0.886, 0.735)  0.64
S (1.634, -1.326, 2.204)  -0.31
H (4.781, -2.935, -0.644)  0.53
H (2.799, -3.645, -1.935)  0.46
H (0.703, -2.288, -1.843)  0.29
O (4.298, -0.053, -0.318)  -0.33
C (3.525, 0.970, -0.053)  1.10
O (2.462, 0.762, 0.552)  -0.29
C (3.918, 2.317, -0.483)  -0.13
C (5.163, 2.519, -1.083)  -0.45
C (5.508, 3.796, -1.490)  -0.61
C (4.585, 4.808, -1.281)  0.11
C (3.344, 4.629, -0.695)  -0.67
C (3.002, 3.351, -0.283)  -0.45
N (4.956, 6.185, -1.723)  1.01
O (6.070, 6.339, -2.177)  -0.60
O (4.162, 7.072, -1.498)  -0.59
H (5.850, 1.698, -1.223)  0.51
H (6.456, 4.011, -1.955)  0.51
H (2.668, 5.460, -0.571)  0.53
H (2.034, 3.164, 0.166)  0.49
S (-2.769, 0.295, 1.264)  -0.51
P (-2.521, 2.138, 0.405)  1.04
S (-0.708, 2.625, -0.220)  -0.52
C (-3.717, 2.171, -0.967)  0.42
C (-5.082, 2.240, -0.701)  -0.51
C (-5.998, 2.193, -1.737)  -0.66
C (-5.558, 2.076, -3.050)  -0.45
C (-4.200, 2.011, -3.319)  -0.69
C (-3.281, 2.062, -2.281)  -0.24
C (-3.171, 3.386, 1.557)  0.25
C (-2.937, 4.733, 1.285)  -0.47
C (-3.460, 5.712, 2.110)  -0.64
C (-4.220, 5.356, 3.218)  -0.39
C (-4.452, 4.019, 3.497)  -0.64
C (-3.929, 3.036, 2.669)  -0.25
H (-5.433, 2.329, 0.321)  0.35
H (-7.057, 2.251, -1.521)  0.40
H (-6.275, 2.043, -3.860)  0.40
H (-3.852, 1.928, -4.341)  0.40
H (-2.216, 2.029, -2.478)  0.38
H (-2.331, 5.003, 0.429)  0.34
H (-3.271, 6.755, 1.894)  0.38
H (-4.625, 6.123, 3.865)  0.37
H (-5.035, 3.737, 4.364)  0.39
H (-4.091, 1.990, 2.897)  0.33
C (-4.838, -3.806, -0.808)  -1.08
C (-3.422, -4.330, -0.973)  -0.48
S (-2.163, -3.090, -0.599)  0.52
O (-0.854, -3.811, -0.711)  -0.69
C (-2.296, -2.055, -2.074)  0.12
C (-1.774, -2.719, -3.335)  -1.57
H (-5.549, -4.623, -0.916)  0.37
H (-5.087, -3.053, -1.556)  0.29
H (-4.980, -3.358, 0.175)  0.30
H (-3.232, -4.741, -1.965)  0.28
H (-3.207, -5.116, -0.246)  0.38
H (-1.738, -1.151, -1.816)  -0.02
H (-3.342, -1.753, -2.154)  0.43
H (-0.907, -3.342, -3.106)  0.37
H (-1.484, -1.963, -4.064)  0.40
H (-2.525, -3.354, -3.804)  0.40

Calculated values
**F_max**: 0.92 eV/Å
**LUMO energy**: -1.8 eV
**Electronic energy**: -3976.30737 Ha

***

Repeat the sixth record exactly.
Computed, not measured: C5H8O in the gas phase, with ωB97M-V/def2-TZVPD.

Each line ends with the Mulliken charge.
Element x y z (Å)
C (-1.335, -0.869, -0.413)  -1.35
C (-0.575, 0.451, -0.483)  0.30
C (-0.105, 1.161, 0.739)  -0.82
C (0.917, 0.551, -0.194)  0.00
C (1.649, -0.647, 0.276)  -0.22
O (2.766, -0.947, -0.078)  -0.50
H (-1.872, -0.980, 0.534)  0.31
H (-2.075, -0.919, -1.216)  0.35
H (-0.684, -1.740, -0.532)  0.34
H (-0.884, 1.102, -1.298)  0.36
H (-0.255, 0.662, 1.696)  0.26
H (-0.158, 2.245, 0.782)  0.26
H (1.509, 1.207, -0.826)  0.38
H (1.103, -1.277, 1.013)  0.32

Calculated values
**F_max**: 0.44 eV/Å
**LUMO energy**: 1.1 eV
**Electronic energy**: -270.51297 Ha
**Structure (SMILES)**: C[C@H]1C[C@H]1C=O

***

> Which value of F_max does entry 2 give?

1.61 eV/Å